Record 1
This record from the Open Molecules 2025 dataset describes a cluster of 12 separate species, C36H70Br2O8 in total. The level of theory is ωB97M-V/def2-TZVPD.

SMILES: c1ccccc1.c1ccccc1.c1ccccc1.BrCCBr.CCO.CCO.CCO.CCO.CCO.CCO.CCO.CCO
HOMO-LUMO gap (hartree): 0.3487
Highest occupied orbital energy (eV): -9.26
DFT total energy (a.u.): -7163.43639
LUMO energy (Ha): 0.0083
Charge: 0

XYZ file:
```
116
C36H70Br2O8, DFT ωB97M-V/def2-TZVPD
C 0.4442 -1.0917 -0.1792
C 1.0339 -0.1715 0.6328
C 0.3206 0.6646 1.4906
C -1.0341 0.7957 1.3308
C -1.6547 -0.0764 0.4200
C -0.9239 -0.9741 -0.2952
H 0.9785 -1.8347 -0.7527
H 2.1082 -0.1994 0.7395
H 0.8817 1.3722 2.0830
H -1.6886 1.3908 1.9504
H -2.7298 -0.0716 0.3181
H -1.4392 -1.6732 -0.9371
C -3.0078 -4.7656 1.9410
C -1.9218 -4.0100 1.4087
C -0.8507 -3.7343 2.2868
C -0.8862 -4.1957 3.5948
C -1.9710 -4.9321 4.0614
C -3.0044 -5.2487 3.2147
H -3.8757 -4.9530 1.3261
H -1.8903 -3.7133 0.3707
H 0.0076 -3.2242 1.8752
H -0.1614 -3.8746 4.3282
H -2.0655 -5.2836 5.0782
H -3.8476 -5.8078 3.5927
C 7.0699 0.8038 -2.7153
C 5.8871 1.0322 -2.0968
C 5.1843 -0.0824 -1.6995
C 5.6203 -1.3958 -2.0236
C 6.8463 -1.6095 -2.5428
C 7.5524 -0.5004 -2.9664
H 7.5599 1.5766 -3.2890
H 5.4509 1.9819 -1.8246
H 4.3328 0.0823 -1.0559
H 4.9444 -2.2122 -1.8158
H 7.1601 -2.6430 -2.5494
H 8.5538 -0.6040 -3.3575
Br 5.5011 -3.3765 3.0513
C 3.6034 -3.1637 2.6537
C 3.2318 -3.2175 1.1985
Br 3.0525 -5.1354 0.7057
H 3.3206 -2.1940 3.0632
H 2.9578 -3.8447 3.2084
H 3.9311 -2.6648 0.5711
H 2.2462 -2.8167 0.9619
C -3.4804 -0.4855 -5.2518
C -3.6262 -0.7416 -3.7634
O -3.4387 0.4410 -3.1287
H -4.0400 -1.2187 -5.8326
H -2.4747 -0.4974 -5.6719
H -3.9604 0.4809 -5.4059
H -3.0470 -1.5902 -3.3996
H -4.7028 -0.9095 -3.7349
H -2.5300 0.7485 -3.1633
C -0.2027 1.2833 5.6915
C -1.7145 1.3659 5.8433
O -2.0447 0.5127 6.9231
H 0.0001 0.2694 5.3465
H 0.2737 1.3959 6.6654
H 0.1656 1.9749 4.9339
H -2.1787 1.1686 4.8770
H -2.0442 2.3942 5.9912
H -2.9334 0.2049 6.7305
C -3.1047 4.2027 -0.2645
C -3.7974 4.8941 0.8788
O -2.7975 5.4271 1.6434
H -2.4683 4.9141 -0.7908
H -3.9022 3.8113 -0.8961
H -2.4227 3.4275 0.0848
H -4.2885 4.0411 1.3471
H -4.4141 5.7444 0.5875
H -2.2692 4.7724 2.1058
C 2.9526 3.3580 -1.6978
C 2.4583 2.8125 -0.3617
O 3.2037 3.5568 0.5358
H 3.9784 3.7261 -1.7132
H 2.2712 4.1434 -2.0248
H 2.8811 2.4347 -2.2727
H 2.6187 1.7414 -0.2385
H 1.3954 3.0180 -0.2355
H 3.7966 2.8633 0.8343
C 1.7506 -4.0959 -2.7759
C 2.2090 -3.2127 -3.9934
O 1.1166 -3.2347 -4.9006
H 1.6533 -5.0553 -3.2840
H 0.8019 -3.7436 -2.3710
H 2.6015 -4.0916 -2.0947
H 3.0855 -3.6176 -4.4994
H 2.2333 -2.1785 -3.6501
H 1.3988 -2.7589 -5.6852
C 0.3160 0.6525 -4.7657
C 0.3610 1.4259 -3.5072
O -0.9183 1.2170 -2.8912
H 1.2314 0.7566 -5.3482
H -0.4754 1.0113 -5.4238
H 0.0813 -0.3825 -4.5168
H 0.4908 2.5043 -3.5986
H 1.1854 1.1467 -2.8511
H -0.7663 1.3233 -1.9493
C 0.6463 4.4075 2.3645
C -0.0078 5.0171 3.5722
O -1.1062 4.2996 3.8033
H -0.0386 3.9252 1.6671
H 1.2727 3.5562 2.6312
H 1.3320 5.0000 1.7589
H -0.3148 6.0337 3.3263
H 0.6365 4.9030 4.4440
H -1.5960 4.9417 4.3224
C -5.7576 -0.2056 0.1958
C -5.7344 -1.6842 -0.0728
O -4.4790 -2.2187 0.2659
H -5.8532 0.1326 1.2276
H -6.5695 0.2186 -0.3949
H -4.8615 0.2623 -0.2118
H -5.8973 -2.0033 -1.1023
H -6.5062 -2.1298 0.5547
H -4.4625 -2.2117 1.2257
```

---

Record 2
This record from the Open Molecules 2025 dataset describes a cluster of 4 separate species, C36H70N6O17P3S3 in total. The level of theory is ωB97M-V/def2-TZVPD.

HOMO-LUMO gap (hartree): 0.1872
Highest occupied orbital energy (eV): -10.23
DFT total energy (a.u.): -5239.26075
LUMO energy (Ha): -0.1887
Charge: +1

XYZ file:
```
135
C36H70N6O17P3S3, DFT ωB97M-V/def2-TZVPD
C 5.0488 3.8573 -6.3413
C 4.4822 4.3363 -4.9080
O 3.6366 5.2832 -4.9436
O 4.9401 3.7608 -3.6674
C 3.9091 4.0057 -2.6733
C 4.0871 3.1492 -1.3204
C 3.0835 3.8139 -0.2212
N 1.7934 3.0037 -0.0760
C 2.0605 2.1351 1.1385
C 0.8440 1.1622 1.5099
C 0.6418 -0.0534 0.4764
S 1.1865 -1.7095 1.1341
C 0.9889 -2.8326 -0.3124
S -0.3822 -2.6081 -1.2861
N 1.9303 -3.8829 -0.7120
C 1.5050 -4.9262 -1.6124
C 2.6653 -5.9084 -1.8976
N 3.7287 -5.3193 -1.0902
C 3.3340 -4.1156 -0.3993
C 0.7237 3.9847 0.2365
N 0.5611 4.6006 1.5853
N 1.4295 5.7364 1.6864
C 0.8492 6.7863 1.1316
S 0.2689 7.8066 -0.0585
N -0.1409 4.3548 -0.7080
C -0.1425 3.9001 -2.1268
C -0.9047 2.5136 -2.3824
O -0.3721 1.4075 -2.1092
O -2.2246 2.4423 -2.9799
C -2.0040 1.7236 -4.2283
C -2.1602 0.1143 -4.3487
O -1.6934 2.3144 -5.2997
H 4.1997 3.5623 -7.0633
H 5.5292 4.7995 -6.8099
H 5.8105 3.0145 -6.1848
H 2.9096 3.6777 -3.1369
H 3.9215 5.1316 -2.4068
H 3.9079 2.0267 -1.4551
H 5.1737 3.3104 -0.9792
H 3.6843 3.7927 0.7693
H 2.8826 4.9244 -0.4293
H 2.9895 1.4762 0.9689
H 2.2785 2.7646 2.0830
H -0.1668 1.7264 1.5734
H 0.9948 0.6990 2.5579
H 1.3226 0.1635 -0.4338
H -0.4343 -0.0461 0.0922
H 0.5097 -5.1548 -2.1060
H 2.6351 -6.8267 -2.5627
H 3.9663 -3.4646 0.2827
H -0.3952 4.9700 1.7161
H -0.8721 5.0422 -0.4409
H 0.8839 3.8367 -2.6167
H -0.7283 4.7025 -2.7223
H -1.1306 -0.4049 -4.4184
H -2.7203 -0.2172 -3.4070
H -2.7428 -0.1884 -5.2941
O -1.0670 0.8331 5.8259
P -0.9780 1.1913 7.3137
O -2.5163 1.7850 7.4640
C -3.6013 0.8697 7.4547
C -3.6035 -0.0187 8.6847
O -0.1848 2.6376 7.1033
C 0.5116 2.8954 5.8912
C -0.3950 3.5405 4.8557
O -0.7886 1.4876 8.9948
C -0.2137 0.4311 9.7633
C 1.0608 -0.1240 9.1567
H -3.5776 0.2675 6.5408
H -4.5188 1.4624 7.4368
H -2.7915 -0.7495 8.6292
H -4.5427 -0.5720 8.7611
H -3.4648 0.5672 9.5949
H 0.9731 1.9805 5.5134
H 1.3326 3.5805 6.1243
H -1.3704 3.0584 4.7923
H 0.0720 3.5112 3.8664
H -0.5870 4.5857 5.1172
H -0.9501 -0.3665 9.8875
H -0.0007 0.8334 10.7566
H 0.8808 -0.5634 8.1676
H 1.4771 -0.9056 9.7980
H 1.8067 0.6651 9.0318
O -5.7571 5.4021 -2.1292
P -5.3523 6.8155 -1.6980
O -6.5263 7.6225 -2.5387
C -7.8653 7.5544 -2.0714
C -8.0385 8.2669 -0.7431
O -4.1112 6.9890 -2.7919
C -3.5273 5.8391 -3.3974
C -4.2492 5.4534 -4.6773
O -4.8492 8.3447 -1.0929
C -4.6115 8.4195 0.3107
C -3.7237 7.3004 0.8190
H -8.1850 6.5102 -1.9966
H -8.4912 8.0388 -2.8243
H -7.5702 7.6927 0.0621
H -9.0975 8.3777 -0.4982
H -7.5759 9.2553 -0.7621
H -3.4909 5.0095 -2.6864
H -2.4868 6.0877 -3.6353
H -5.3331 5.4782 -4.5708
H -3.9539 4.4497 -4.9961
H -4.0039 6.1567 -5.4781
H -5.5664 8.4143 0.8416
H -4.1364 9.3834 0.5084
H -4.1821 6.3165 0.6616
H -3.5417 7.4159 1.8912
H -2.7637 7.3008 0.2949
O 2.2592 -13.4383 -1.7907
P 2.9349 -12.2077 -2.4040
O 1.8576 -11.0880 -1.8291
C 1.8821 -10.7701 -0.4470
C 3.1575 -10.0477 -0.0549
O 2.2976 -12.3906 -3.9273
C 1.7877 -13.6554 -4.3409
C 0.3158 -13.8044 -3.9927
O 3.8131 -10.8918 -3.0771
C 5.2229 -10.8944 -2.8579
C 5.8779 -12.2210 -3.1934
H 1.7504 -11.6780 0.1505
H 1.0256 -10.1197 -0.2537
H 4.0055 -10.7384 -0.0641
H 3.0754 -9.6370 0.9545
H 3.3800 -9.2353 -0.7489
H 2.3880 -14.4650 -3.9211
H 1.9061 -13.7160 -5.4270
H 0.0877 -13.4682 -2.9816
H 0.0027 -14.8477 -4.0909
H -0.2968 -13.1948 -4.6636
H 5.4268 -10.6262 -1.8181
H 5.6487 -10.1075 -3.4853
H 5.4954 -13.0327 -2.5628
H 6.9588 -12.1601 -3.0395
H 5.6840 -12.4973 -4.2330
```